[1]
# C32H50ClNO22P2S2

A cluster of 7 separate species, C32H50ClNO22P2S2 in total (ωB97M-V with the def2-TZVPD basis set, the OMol25 dataset).

Results
ΔE to the lowest compared entry with this formula, charge and spin, kcal/mol: 0.00
SMILES string: OCCc1cc(P(O)(O)=S)cc2c1Sc1ccc(P(O)Cl)cc1N2.COC(=O)OC.COC(=O)OC.COC(=O)OC.COC(=O)OC.COC(=O)OC.COC(=O)OC
Multiplicity: 1
LUMO energy, eV: -0.37

Positions of all 110 atoms, in Å:
O1 -1.260 2.220 0.179
C1 -2.641 2.653 0.165
C2 -3.054 2.831 -1.351
C3 -2.021 2.212 -2.357
C4 -2.120 0.763 -2.580
C5 -1.171 0.144 -3.507
P1 -1.171 -1.686 -3.814
O2 0.453 -2.105 -4.041
O3 -2.033 -2.136 -5.167
S1 -1.714 -2.647 -2.202
C6 -0.169 0.960 -4.233
C7 -0.054 2.409 -4.029
C8 -1.007 2.999 -3.045
S2 -0.797 4.802 -2.773
C9 1.033 4.938 -2.813
C10 1.805 5.790 -1.913
C11 3.273 5.744 -2.059
C12 3.952 4.922 -3.065
P2 5.816 4.854 -3.246
O4 6.176 4.380 -4.834
Cl1 6.393 3.172 -2.075
C13 3.151 4.071 -3.983
C14 1.692 4.075 -3.829
N1 0.919 3.228 -4.728
H1 -1.115 1.960 1.112
H2 -2.717 3.639 0.691
H3 -3.265 1.833 0.606
H4 -4.051 2.355 -1.588
H5 -3.181 3.916 -1.644
H6 -2.892 0.167 -2.047
H7 0.728 -1.661 -4.874
H8 -1.634 -1.690 -5.942
H9 0.539 0.463 -4.941
H10 1.297 6.411 -1.134
H11 3.852 6.377 -1.339
H12 6.922 3.753 -4.733
H13 3.681 3.462 -4.751
H14 0.367 3.840 -5.350
C15 8.177 -0.018 -9.573
O5 8.232 1.255 -8.930
C16 7.044 1.711 -8.513
O6 5.987 1.148 -8.638
O7 7.237 2.902 -7.933
C17 6.044 3.513 -7.436
H15 9.192 -0.282 -9.865
H16 7.803 -0.780 -8.888
H17 7.559 0.030 -10.470
H18 5.586 2.892 -6.668
H19 5.341 3.701 -8.249
H20 6.319 4.464 -6.993
C18 -2.895 -2.129 4.810
O8 -2.423 -3.283 4.113
C19 -1.871 -3.019 2.922
O9 -1.753 -1.928 2.424
O10 -1.475 -4.178 2.382
C20 -0.862 -4.048 1.096
H21 -3.318 -2.462 5.756
H22 -2.074 -1.444 5.021
H23 -3.678 -1.628 4.238
H24 0.040 -3.438 1.160
H25 -1.562 -3.622 0.379
H26 -0.583 -5.045 0.759
C21 2.843 1.969 2.810
O11 2.843 3.225 3.490
C22 1.636 3.631 3.895
O12 0.599 3.038 3.733
O13 1.779 4.811 4.510
C23 0.559 5.368 4.998
H27 3.871 1.745 2.532
H28 2.480 1.176 3.466
H29 2.241 2.023 1.902
H30 0.106 4.710 5.742
H31 -0.134 5.556 4.177
H32 0.798 6.317 5.475
C24 -6.333 0.955 7.660
O14 -5.095 0.758 6.979
C25 -5.108 1.138 5.696
O15 -6.046 1.611 5.107
O16 -3.896 0.900 5.181
C26 -3.763 1.260 3.806
H33 -6.202 0.612 8.686
H34 -6.599 2.012 7.679
H35 -7.126 0.367 7.196
H36 -3.925 2.330 3.669
H37 -4.453 0.682 3.189
H38 -2.745 1.022 3.499
C27 -2.355 -4.015 11.355
O17 -1.110 -4.261 10.702
C28 -1.094 -3.925 9.406
O18 -2.013 -3.454 8.786
O19 0.121 -4.204 8.921
C29 0.283 -3.894 7.537
H39 -2.249 -4.324 12.393
H40 -2.599 -2.953 11.332
H41 -3.152 -4.603 10.897
H42 0.143 -2.826 7.363
H43 -0.410 -4.477 6.929
H44 1.300 -4.160 7.254
C30 -1.993 -5.012 -4.650
O20 -1.694 -6.263 -5.282
C31 -1.770 -7.321 -4.469
O21 -2.057 -7.298 -3.300
O22 -1.468 -8.415 -5.183
C32 -1.510 -9.629 -4.436
H45 -1.904 -4.235 -5.398
H46 -3.017 -5.009 -4.273
H47 -1.287 -4.803 -3.848
H48 -2.513 -9.809 -4.048
H49 -0.781 -9.608 -3.625
H50 -1.250 -10.442 -5.114

[2]
# C2H9OP3

A cluster of 2 separate species, C2H9OP3 in total (ωB97M-V with the def2-TZVPD basis set, the OMol25 dataset).

Results
ΔE to the lowest compared entry with this formula, charge and spin, kcal/mol: 121.13
Multiplicity: 1
LUMO energy (spin up / spin down), eV: -0.93 / -0.75

Positions of all 15 atoms, in Å:
C1 1.561 -1.341 -0.134
C2 0.725 -0.425 -1.015
O1 -2.631 1.024 -1.462
P1 0.178 2.222 0.082
P2 -1.110 -0.530 1.917
P3 -0.780 0.275 -0.134
H1 2.136 -0.926 0.685
H2 0.949 -2.108 0.193
H3 2.471 -1.790 -0.633
H4 0.387 -1.138 -1.860
H5 1.319 0.373 -1.393
H6 -0.714 2.883 0.839
H7 -0.230 2.728 -1.120
H8 -2.183 0.332 2.279
H9 -2.078 -1.578 1.756

[3]
# C3H11NOS2

A cluster of 2 separate species, C3H11NOS2 in total (ωB97M-V with the def2-TZVPD basis set, the OMol25 dataset).

Results
ΔE to the lowest compared entry with this formula, charge and spin, kcal/mol: 7.12
SMILES string: C[C@H](N)CSS.O
Multiplicity: 1
LUMO energy, eV: 0.39

Positions of all 18 atoms, in Å:
C1 1.926 -1.673 -1.795
C2 1.294 -1.097 -0.535
N1 0.566 -2.190 0.140
C3 0.317 0.014 -0.998
S1 -0.436 0.876 0.387
S2 -1.960 1.862 -0.659
H1 1.160 -2.169 -2.398
H2 2.626 -2.454 -1.483
H3 2.463 -0.934 -2.393
H4 2.073 -0.613 0.062
H5 0.991 -2.497 1.006
H6 -0.362 -1.853 0.369
H7 -0.450 -0.424 -1.642
H8 0.997 0.619 -1.612
H9 -2.920 1.422 0.165
O1 0.750 -0.474 3.113
H10 1.330 -0.960 2.515
H11 1.144 0.405 3.143

[4]
# C6H15N2

The ion C6H15N2 with charge +1 (ωB97M-V with the def2-TZVPD basis set, the OMol25 dataset).

Results
ΔE to the lowest compared entry with this formula, charge and spin, kcal/mol: 34.47
Charge: +1
SMILES string: CN/C=C/C[C@@H](C)[NH3+]
Multiplicity: 1
LUMO energy, eV: -3.20

Positions of all 23 atoms, in Å:
C1 1.544 3.375 0.717
N1 1.641 1.939 0.998
C2 0.913 1.088 0.212
C3 1.216 -0.142 -0.180
C4 0.384 -1.248 -0.869
C5 -1.089 -1.105 -0.583
C6 -2.032 -2.112 -1.179
N2 -1.216 -1.221 0.956
H1 1.662 3.585 -0.345
H2 0.626 3.806 1.106
H3 2.397 3.824 1.219
H4 2.489 1.592 1.382
H5 -0.046 1.497 -0.118
H6 2.179 -0.582 0.073
H7 0.617 -1.160 -1.930
H8 0.813 -2.190 -0.534
H9 -1.414 -0.090 -0.806
H10 -3.078 -1.981 -0.884
H11 -1.814 -3.131 -0.853
H12 -2.019 -2.074 -2.263
H13 -0.751 -0.407 1.379
H14 -0.821 -2.082 1.296
H15 -2.201 -1.181 1.205

[5]
# C18H13AsF6N3O2S6Sc

A structure of composition C18H13AsF6N3O2S6Sc (ωB97M-V with the def2-TZVPD basis set, the OMol25 dataset).

Results
Charge: -1
Expectation value of S²: 0.756
Multiplicity: 2
LUMO energy (spin up / spin down), eV: 2.09 / 1.12

Positions of all 50 atoms, in Å:
Sc1 0.931 0.756 0.604
C1 2.589 3.913 2.250
C2 1.161 3.588 2.559
N1 0.384 2.796 1.876
C3 -0.910 2.788 2.366
C4 -1.100 3.557 3.460
S1 0.358 4.337 3.882
C5 -1.945 2.037 1.653
C6 -3.260 2.025 1.964
S2 -4.108 1.063 0.842
C7 -2.642 0.727 0.000
N2 -1.602 1.294 0.537
C8 -2.653 -0.114 -1.235
H1 2.787 3.744 1.197
H2 3.266 3.290 2.832
H3 2.792 4.957 2.492
H4 -1.999 3.690 4.040
H5 -3.759 2.506 2.790
H6 -3.626 -0.063 -1.723
H7 -2.434 -1.153 -0.988
H8 -1.876 0.228 -1.916
S3 3.039 1.230 -1.663
S4 1.994 1.072 -3.287
S5 0.188 2.141 -2.921
S6 0.461 2.982 -1.151
O1 -1.417 0.022 3.761
C9 -0.670 -0.601 3.036
O2 0.182 -0.106 2.185
H9 -0.738 -1.697 2.992
N3 -2.183 -6.306 -6.067
C10 -1.748 -5.551 -5.315
C11 -1.210 -4.603 -4.369
C12 -0.486 -3.499 -4.817
C13 -0.001 -2.573 -3.912
C14 -0.234 -2.728 -2.539
C15 -0.940 -3.856 -2.100
C16 -1.427 -4.781 -3.003
C17 0.185 -1.723 -1.613
C18 0.464 -0.838 -0.826
H10 -0.315 -3.373 -5.879
H11 0.558 -1.710 -4.249
H12 -1.102 -3.985 -1.038
H13 -1.982 -5.645 -2.662
F1 2.773 1.307 1.366
As1 3.614 -0.034 2.330
F2 2.458 0.264 3.548
F3 4.603 1.166 3.048
F4 4.280 -1.332 3.199
F5 4.749 -0.146 1.061
F6 2.553 -1.063 1.407

no.,strongest force on any atom (eV Å⁻¹),calculated total energy (hartree)
1,3.7,-4898.71240
2,4.6,-1180.66516
3,1.4,-1047.25601
4,2.1,-346.85764
5,1.5,-6993.67650